Formula: C39H52N4OP2Pb
Source: the OMol25 dataset
Level of theory: the ωB97M-V functional and the def2-TZVPD basis

XYZ file:
```
99
C39H52N4OP2Pb (the ωB97M-V functional and the def2-TZVPD basis)
Pb -0.38 -2.58 0.82
P -2.03 -1.12 -3.28
P 1.44 -1.62 -3.34
O -1.06 -0.10 3.30
N -3.55 -1.56 -4.12
N 2.67 -0.38 -3.53
N 2.34 -2.78 -4.43
N -2.09 0.60 -3.85
C 3.14 -4.83 -5.01
C -2.02 1.74 -3.01
C 0.39 -0.91 -4.69
C 1.97 1.74 4.12
C 1.03 5.28 2.27
C 1.17 -2.45 2.41
C 0.67 -0.01 6.52
C 2.86 -3.98 -3.95
C 2.36 3.63 0.77
C -5.32 -1.74 -5.56
C -0.37 -0.31 7.37
C 2.81 -4.12 -6.20
C -0.82 -0.30 4.54
C 0.50 -0.04 5.14
C -3.40 -2.86 5.81
C -0.14 4.43 2.72
C 0.57 1.70 0.73
C 4.24 0.99 -4.41
C 4.77 0.43 -3.20
C -5.16 -2.99 -4.89
C 2.42 -2.85 -5.82
C 1.53 4.90 0.84
C -0.60 2.72 0.69
C -4.34 -0.65 5.68
C 3.80 -0.41 -2.69
C -0.97 -1.61 -4.74
C 2.98 -0.47 4.80
C -4.07 -2.87 -4.05
C -1.59 -0.74 6.85
C -1.81 1.06 -5.15
C 1.97 2.35 0.70
C -4.31 -0.90 -5.09
C -1.63 2.84 -3.77
C -0.74 3.42 2.05
C 1.73 0.25 4.29
C -3.17 -1.50 5.13
C -1.48 2.41 -5.14
C 2.99 0.44 -4.61
C -1.82 -0.85 5.49
H 0.61 -2.24 3.36
H -0.47 4.64 3.76
H -3.22 -1.61 4.03
H -1.81 0.42 -6.02
H -4.37 -0.73 6.79
H 2.84 -4.49 -7.22
H 2.82 -1.54 4.79
H -0.25 -0.26 8.44
H 3.47 3.83 0.78
H 3.83 -0.25 4.15
H 0.48 1.03 -0.15
H -1.49 3.86 -3.41
H 3.22 -0.16 5.81
H 0.32 0.17 -4.51
H 3.56 -5.82 -4.96
H 2.67 1.93 3.30
H 1.90 -1.66 2.18
H 4.69 1.71 -5.08
H -2.27 1.66 -1.96
H 1.88 5.18 2.97
H -3.58 -3.59 -3.42
H -4.26 0.41 5.41
H -1.20 2.99 -6.02
H 2.35 2.18 5.04
H 0.40 1.02 1.61
H -0.85 -2.71 -4.72
H 2.96 -4.14 -2.89
H 1.06 2.26 3.83
H -5.27 -1.09 5.28
H -2.80 -3.67 5.37
H -5.79 -3.87 -5.01
H 2.17 -2.02 -6.44
H 2.74 1.56 0.59
H 1.47 -0.11 3.30
H 0.67 4.90 0.16
H 5.76 0.58 -2.78
H -1.55 2.17 0.50
H -3.16 -2.78 6.89
H 0.74 6.33 2.34
H -1.44 -1.38 -5.72
H -6.07 -1.48 -6.29
H 3.78 -1.00 -1.79
H 2.30 0.60 -5.42
H -4.48 -3.10 5.74
H -0.44 3.39 -0.17
H 1.78 -3.37 2.54
H 2.25 5.67 0.49
H -2.39 -1.05 7.52
H -4.04 0.08 -5.42
H -1.49 2.90 2.66
H 0.83 -1.01 -5.69
H 1.63 0.26 6.98
```

The calculation puts the HOMO-LUMO gap at 1.6 eV. Its net charge is +2. The energy above the lowest of the compared OMol25 structures with the same formula, charge and spin is 275.85 kJ/mol. The lowest unoccupied orbital energy comes out at -0.369 Ha. For the molar mass, the calculation gives 862.02 g mol⁻¹.

Population analysis type Löwdin, resulting atomic charges in e: atom 1 (Pb): 1.338, atom 2 (P): 1.064, atom 3 (P): 1.070, atom 4 (O): 0.111, atom 5 (N): -0.282, atom 6 (N): -0.293, atom 7 (N): -0.240, atom 8 (N): -0.265, atom 9 (C): -0.088, atom 10 (C): -0.148, atom 11 (C): -0.432, atom 12 (C): -0.020, atom 13 (C): -0.176, atom 14 (C): -0.401, atom 15 (C): 0.034, atom 16 (C): -0.177, atom 17 (C): -0.096, atom 18 (C): -0.072, atom 19 (C): 0.103, atom 20 (C): -0.072, atom 21 (C): -0.174, atom 22 (C): -0.023, atom 23 (C): -0.052, atom 24 (C): -0.113, atom 25 (C): -0.199, atom 26 (C): -0.066, atom 27 (C): -0.081, atom 28 (C): -0.089, atom 29 (C): -0.142, atom 30 (C): -0.186, atom 31 (C): -0.194, atom 32 (C): -0.045, atom 33 (C): -0.173, atom 34 (C): -0.413, atom 35 (C): -0.034, atom 36 (C): -0.176, atom 37 (C): 0.012, atom 38 (C): -0.197, atom 39 (C): -0.118, atom 40 (C): -0.137, atom 41 (C): -0.083, atom 42 (C): -0.114, atom 43 (C): -0.382, atom 44 (C): -0.344, atom 45 (C): -0.063, atom 46 (C): -0.135, atom 47 (C): -0.017, atom 48 (H): -0.013, atom 49 (H): 0.115, atom 50 (H): 0.136, atom 51 (H): 0.106, atom 52 (H): 0.096, atom 53 (H): 0.102, atom 54 (H): 0.083, atom 55 (H): 0.151, atom 56 (H): 0.126, atom 57 (H): 0.103, atom 58 (H): 0.096, atom 59 (H): 0.096, atom 60 (H): 0.080, atom 61 (H): 0.064, atom 62 (H): 0.093, atom 63 (H): 0.087, atom 64 (H): 0.000, atom 65 (H): 0.100, atom 66 (H): 0.083, atom 67 (H): 0.114, atom 68 (H): 0.082, atom 69 (H): 0.097, atom 70 (H): 0.110, atom 71 (H): 0.101, atom 72 (H): 0.070, atom 73 (H): 0.085, atom 74 (H): 0.078, atom 75 (H): 0.068, atom 76 (H): 0.102, atom 77 (H): 0.089, atom 78 (H): 0.096, atom 79 (H): 0.091, atom 80 (H): 0.099, atom 81 (H): 0.074, atom 82 (H): 0.105, atom 83 (H): 0.096, atom 84 (H): 0.102, atom 85 (H): 0.085, atom 86 (H): 0.116, atom 87 (H): 0.087, atom 88 (H): 0.100, atom 89 (H): 0.080, atom 90 (H): 0.100, atom 91 (H): 0.101, atom 92 (H): 0.103, atom 93 (H): 0.014, atom 94 (H): 0.117, atom 95 (H): 0.131, atom 96 (H): 0.086, atom 97 (H): 0.087, atom 98 (H): 0.068, atom 99 (H): 0.143

Formula: C39H53As2Br4CaN3O12S3Si3
Source: the OMol25 dataset
Level of theory: the ωB97M-V functional and the def2-TZVPD basis

XYZ file:
```
120
C39H53As2Br4CaN3O12S3Si3 (the ωB97M-V functional and the def2-TZVPD basis)
Br 1.93 -4.18 6.33
Br 5.09 -0.88 2.89
Br -0.64 -3.68 4.32
Br 4.85 -2.79 5.62
As -1.78 -1.30 -0.68
As 1.46 0.15 -3.20
Ca 0.96 -0.01 0.08
S 2.70 -2.64 0.10
S 3.01 2.41 -1.19
S -1.26 0.68 3.05
Si -2.98 -0.14 -2.36
Si -1.24 -3.33 -1.78
Si -3.76 -2.10 0.45
O 1.45 -2.08 -0.55
O 0.01 -1.57 2.17
O 2.45 -0.52 1.57
O 2.48 3.42 -0.31
O -1.71 7.23 1.44
O 0.68 -0.35 -4.76
O 2.78 -0.83 -3.31
O 4.45 2.36 -1.25
O 0.21 -0.05 -2.11
O -2.09 0.77 1.81
O -0.06 8.08 2.51
O 2.39 1.07 -1.00
N -0.62 7.14 1.97
N 1.69 2.09 2.63
N -0.04 2.41 0.59
C -0.84 2.56 -0.44
C 2.74 4.27 4.01
C -4.11 1.06 -1.40
C -0.70 -4.56 -0.46
C 1.23 3.32 2.39
C -1.77 2.16 3.99
C -2.18 -0.44 4.11
C 3.41 -1.61 3.42
C 2.74 4.19 -3.21
C 2.10 -3.02 4.83
C 5.20 -3.00 -0.65
C 3.00 -4.19 -0.82
C 0.04 5.83 2.01
C 4.52 -4.37 -0.91
C 3.32 -2.45 4.54
C 1.47 2.44 -4.96
C -2.15 0.94 -3.65
C 1.77 3.73 -5.36
C 3.25 3.02 4.19
C -3.10 -3.29 1.75
C -0.35 4.75 1.12
C 1.02 -1.85 2.92
C -5.17 -3.06 -0.39
C -2.66 -4.22 -2.66
C 1.68 4.44 3.10
C 0.99 -2.75 4.01
C 4.13 -1.92 -0.73
C -1.42 3.79 -0.79
C -4.75 -0.78 1.37
C -1.19 4.88 0.00
C 0.05 -3.26 -3.14
C 2.40 4.61 -4.49
C 2.32 -1.26 2.63
C -4.13 -1.18 -3.45
C 2.46 2.88 -2.82
C 1.03 5.70 2.91
C 2.67 1.94 3.49
C 1.81 2.00 -3.68
C 0.24 3.49 1.34
H -1.42 2.06 5.03
H -3.21 -0.08 4.19
H 2.50 -5.01 -0.32
H -1.56 -5.07 -0.02
H -4.17 2.03 -1.90
H -3.58 -3.15 2.72
H -2.90 -3.74 -3.61
H -0.03 -5.31 -0.89
H 4.40 -0.99 -0.23
H 3.12 5.13 4.55
H -4.97 -0.57 -3.78
H -2.03 -3.14 1.88
H -0.39 -2.92 -4.07
H -2.91 1.32 -4.34
H 4.86 -5.10 -0.16
H 2.63 5.62 -4.80
H -1.62 1.79 -3.22
H -0.16 -4.05 0.35
H 3.01 0.93 3.66
H 0.47 -4.26 -3.29
H -3.73 1.22 -0.39
H -5.51 -2.61 -1.32
H 5.66 -2.99 0.34
H 5.99 -2.80 -1.38
H 3.79 -1.70 -1.75
H 2.54 -4.02 -1.80
H -1.42 0.36 -4.22
H -5.21 -1.23 2.25
H 4.08 2.83 4.86
H -1.05 1.67 -1.02
H -2.85 2.24 3.94
H 0.86 -2.58 -2.88
H 1.52 4.06 -6.36
H 3.23 4.85 -2.51
H -3.57 -4.27 -2.07
H -3.25 -4.34 1.45
H -2.04 3.86 -1.67
H 1.30 -1.04 -5.04
H -2.16 -1.41 3.61
H -5.12 0.66 -1.31
H -4.90 -4.10 -0.60
H -2.34 -5.25 -2.87
H -4.52 -2.06 -2.95
H -6.02 -3.07 0.31
H -1.70 -0.51 5.08
H 0.96 1.76 -5.63
H -1.63 5.83 -0.24
H 4.79 -4.77 -1.88
H 1.32 6.55 3.51
H -4.11 0.04 1.69
H -5.55 -0.36 0.74
H -3.59 -1.52 -4.34
H -1.31 3.03 3.54
```

The calculation puts the HOMO-LUMO gap at 4.8 eV. Its net charge is -2. The energy above the lowest of the compared OMol25 structures with the same formula, charge and spin is 107.05 kJ/mol. The lowest unoccupied orbital energy comes out at 0.102 Ha. For the molar mass, the calculation gives 1445.86 g mol⁻¹.

Atomic partial charges in e from the Löwdin method, atoms 1 to 99: atom 1 (Br): 0.624, atom 2 (Br): 0.742, atom 3 (Br): 0.746, atom 4 (Br): 0.627, atom 5 (As): 0.902, atom 6 (As): 0.906, atom 7 (Ca): 1.234, atom 8 (S): 1.017, atom 9 (S): 0.481, atom 10 (S): 0.848, atom 11 (Si): 0.311, atom 12 (Si): 0.319, atom 13 (Si): 0.341, atom 14 (O): -0.675, atom 15 (O): -0.230, atom 16 (O): -0.363, atom 17 (O): -0.293, atom 18 (O): 0.062, atom 19 (O): -0.306, atom 20 (O): -0.463, atom 21 (O): -0.294, atom 22 (O): -0.687, atom 23 (O): -0.588, atom 24 (O): 0.048, atom 25 (O): -0.550, atom 26 (N): -0.342, atom 27 (N): 0.162, atom 28 (N): 0.090, atom 29 (C): -0.118, atom 30 (C): -0.014, atom 31 (C): -0.228, atom 32 (C): -0.214, atom 33 (C): -0.176, atom 34 (C): -0.241, atom 35 (C): -0.260, atom 36 (C): -0.646, atom 37 (C): -0.066, atom 38 (C): -0.781, atom 39 (C): -0.224, atom 40 (C): -0.298, atom 41 (C): -0.076, atom 42 (C): -0.220, atom 43 (C): -0.785, atom 44 (C): -0.087, atom 45 (C): -0.221, atom 46 (C): -0.095, atom 47 (C): -0.028, atom 48 (C): -0.256, atom 49 (C): -0.065, atom 50 (C): -0.455, atom 51 (C): -0.226, atom 52 (C): -0.221, atom 53 (C): -0.137, atom 54 (C): -0.611, atom 55 (C): -0.305, atom 56 (C): -0.012, atom 57 (C): -0.231, atom 58 (C): 0.010, atom 59 (C): -0.213, atom 60 (C): -0.092, atom 61 (C): -0.511, atom 62 (C): -0.226, atom 63 (C): -0.251, atom 64 (C): 0.063, atom 65 (C): -0.077, atom 66 (C): -0.204, atom 67 (C): -0.182, atom 68 (H): 0.051, atom 69 (H): 0.053, atom 70 (H): 0.080, atom 71 (H): 0.015, atom 72 (H): 0.019, atom 73 (H): 0.021, atom 74 (H): 0.009, atom 75 (H): 0.023, atom 76 (H): 0.080, atom 77 (H): 0.112, atom 78 (H): 0.026, atom 79 (H): -0.038, atom 80 (H): 0.026, atom 81 (H): 0.033, atom 82 (H): 0.097, atom 83 (H): 0.095, atom 84 (H): 0.011, atom 85 (H): 0.017, atom 86 (H): 0.072, atom 87 (H): 0.032, atom 88 (H): 0.004, atom 89 (H): 0.002, atom 90 (H): 0.088, atom 91 (H): 0.107, atom 92 (H): 0.067, atom 93 (H): 0.084, atom 94 (H): 0.001, atom 95 (H): 0.027, atom 96 (H): 0.104, atom 97 (H): 0.061, atom 98 (H): 0.050, atom 99 (H): -0.020